[1]
ORCA calculation (ωB97M-V/def2-TZVPD) on a structure of composition C19H29F9MgO8PSi.

Properties
Total charge ... +1
Highest occupied orbital energy ... -12.36 eV
HOMO-LUMO gap ... 0.20099 Eh
Lowest unoccupied orbital energy ... -6.894 eV
Energy ... -83615.203 eV

Each line ends with the Mulliken charge.
Atoms and positions in Å:
C (1.4608, -0.6624, 4.3362)  -0.7672
C (0.7063, 0.6154, 4.3660)  0.9930
O (1.1693, 1.7159, 4.4667)  -0.5438
O (-0.6591, 0.4296, 4.3008)  -0.3143
C (-1.4138, 1.4700, 3.8036)  -0.1405
O (-2.3784, 1.8305, 4.4019)  -0.5434
C (-0.9954, 2.1198, 2.5124)  -1.2503
C (-0.6155, 1.2128, 1.3250)  1.7004
C (-1.6976, 0.1340, 1.1788)  -1.0265
C (-1.4468, -1.2479, 1.8085)  -0.7339
O (-2.0438, -2.2709, 1.0319)  -0.4240
C (-1.2802, -2.6353, -0.0777)  -0.5391
C (-1.8659, -3.8888, -0.7280)  0.5696
F (-3.1211, -4.1558, -0.3235)  -0.2803
F (-1.0850, -4.9520, -0.3649)  -0.3687
C (-1.8072, -3.8473, -2.2799)  0.4710
F (-1.8395, -5.1200, -2.7327)  -0.3109
F (-0.6205, -3.3024, -2.6555)  -0.2623
C (-2.9697, -3.1196, -3.0161)  0.8428
F (-4.0726, -3.8822, -2.9773)  -0.2790
F (-2.5766, -2.9985, -4.3150)  -0.2845
C (-3.3444, -1.6937, -2.5945)  -0.1155
F (-3.7858, -1.6528, -1.3185)  -0.2259
F (-2.2479, -0.8817, -2.7071)  -0.2245
O (0.7127, 0.6842, 1.5003)  -1.0200
P (1.8757, 1.6371, 0.8063)  0.1027
F (2.9623, 1.2518, 1.9909)  -0.4574
Si (3.0766, 0.0311, -0.4293)  0.4509
C (4.8334, 0.0414, 0.1760)  -1.2035
C (2.1928, -1.5694, -0.2096)  -0.5472
C (3.1004, 0.6208, -2.2053)  -0.8267
O (0.8056, 2.0142, -0.4738)  0.5619
C (-0.4725, 2.1904, 0.0990)  -0.2387
C (-1.6072, 2.3502, -0.9069)  -0.8199
C (-1.2231, 2.1133, -2.3701)  -0.1768
C (-0.3028, 3.1498, -2.9280)  0.2417
O (-0.4298, 4.3443, -2.8157)  -0.5871
O (0.7141, 2.5939, -3.6458)  -0.4105
H (1.8449, -0.7894, 3.3279)  -0.1153
H (0.7981, -1.4971, 4.5400)  0.3360
H (2.2775, -0.6280, 5.0459)  0.4363
H (-1.8642, 2.6962, 2.2028)  0.6397
H (-0.2139, 2.8328, 2.7633)  0.5634
H (-1.8822, -0.0425, 0.1208)  -0.0970
H (-2.6288, 0.5316, 1.5733)  0.5677
H (-1.9485, -1.3011, 2.7693)  0.3775
H (-0.3896, -1.4409, 1.9921)  0.3398
H (-0.2732, -2.8949, 0.2422)  0.8049
H (-1.1857, -1.8249, -0.8020)  -0.0445
H (-4.1238, -1.3310, -3.2649)  0.3086
H (1.5966, 2.7998, 1.5474)  0.2588
H (2.9581, 2.5630, -0.0371)  0.0826
H (5.4925, -0.3729, -0.5820)  0.4141
H (5.1313, 1.0816, 0.3160)  0.3310
H (4.9568, -0.4492, 1.1349)  0.3498
H (2.1324, -1.8701, 0.8327)  0.3022
H (2.7105, -2.3467, -0.7710)  0.6859
H (1.1869, -1.5001, -0.6070)  -0.3094
H (3.1419, 1.7115, -2.2427)  0.0025
H (4.0058, 0.2618, -2.6887)  0.5299
H (2.2335, 0.2857, -2.7667)  0.2955
H (-0.3994, 3.1823, 0.5696)  0.4873
H (-1.9631, 3.3715, -0.8137)  0.5203
H (-2.4549, 1.7015, -0.7158)  0.4741
H (-0.8054, 1.1314, -2.5547)  -0.0417
H (-2.1630, 2.1899, -2.9171)  0.5309
H (1.5255, 3.0951, -3.5208)  0.3165
Mg (2.5958, 4.1834, -0.7228)  0.6409


[2]
ORCA calculation (ωB97M-V/def2-TZVPD) on a structure of composition C40H52N4OPtS.

Properties
Highest occupied orbital energy ... -6.64 eV
ΔE to the lowest compared entry with this formula, charge and spin ... 2.5 kJ/mol
HOMO-LUMO gap ... 0.22143 Eh
Lowest unoccupied orbital energy ... -0.619 eV
Energy ... -64417.821 eV

Each line ends with the Mulliken charge.
Atoms and positions in Å:
Pt (-0.3625, -0.1548, 0.3555)  1.0629
C (0.2434, 6.0175, 0.1202)  -1.0556
C (-0.3346, 5.3753, 1.3850)  -1.3058
C (0.0493, 3.9354, 1.5248)  0.8054
C (1.0616, 3.3947, 2.2550)  0.6711
C (2.0726, 4.0910, 3.1081)  -1.2676
C (3.4043, 4.3044, 2.3844)  -0.8521
C (1.0462, 1.9767, 1.9949)  0.2944
N (0.0416, 1.6689, 1.1302)  -0.5094
C (-0.5829, 2.8427, 0.8229)  0.4100
C (-1.6541, 2.9760, -0.0408)  -1.0283
C (-2.2423, 1.9610, -0.7688)  0.4089
C (-3.3396, 2.1374, -1.6929)  0.6086
C (-4.0546, 3.4302, -1.9320)  -1.1586
C (-5.0790, 3.7476, -0.8400)  -1.1121
C (-3.5904, 0.9180, -2.2371)  0.7168
C (-2.6498, -0.0034, -1.6428)  0.3115
C (-2.5716, -1.3504, -1.9412)  -1.0745
C (-1.6969, -2.2596, -1.3800)  0.5807
N (-0.7490, -1.9676, -0.4441)  -0.6452
C (-0.0841, -3.1261, -0.1886)  0.4729
C (0.9832, -3.2607, 0.6776)  -0.8545
C (1.5555, -2.2496, 1.4189)  -0.0237
N (1.1436, -0.9523, 1.4339)  -0.7418
C (1.9981, -0.2812, 2.2566)  0.1101
C (1.9486, 1.0708, 2.5263)  -0.7395
C (2.9868, -1.1927, 2.7957)  0.8115
C (2.7157, -2.4119, 2.2693)  0.8382
C (3.4259, -3.7060, 2.5081)  -1.2376
C (2.7092, -4.5834, 3.5381)  -1.1087
C (4.1153, -0.8002, 3.6955)  -1.2514
C (5.2749, -0.1575, 2.9307)  -0.9851
C (-0.6385, -4.2024, -0.9780)  0.7318
C (-1.6359, -3.6623, -1.7258)  0.6441
C (-2.5576, -4.3407, -2.6891)  -1.2468
C (-3.9360, -4.6272, -2.0881)  -0.9866
C (-0.1815, -5.6249, -0.9117)  -1.2698
C (-0.7526, -6.3689, 0.2992)  -1.0337
N (-1.8508, 0.6524, -0.7531)  -0.7272
C (-4.6501, 0.5383, -3.2213)  -1.1979
C (-5.8709, -0.0994, -2.5528)  -0.9980
H (-0.0664, 7.0591, 0.0249)  0.4015
H (-0.0863, 5.4787, -0.7690)  0.2539
H (1.3341, 5.9877, 0.1391)  0.2420
H (-1.4238, 5.4691, 1.3773)  0.4243
H (0.0066, 5.9279, 2.2624)  0.4106
H (2.2427, 3.5153, 4.0220)  0.4458
H (1.6715, 5.0546, 3.4285)  0.3787
H (3.8272, 3.3521, 2.0595)  0.0908
H (4.1299, 4.7974, 3.0325)  0.4014
H (3.2663, 4.9208, 1.4948)  0.2188
H (-2.0601, 3.9701, -0.1706)  0.3118
H (-4.5584, 3.3904, -2.9001)  0.3982
H (-3.3297, 4.2454, -2.0039)  0.3691
H (-5.8410, 2.9687, -0.7904)  0.2560
H (-5.5755, 4.6997, -1.0321)  0.3939
H (-4.6027, 3.8012, 0.1401)  0.2827
H (-3.2600, -1.7283, -2.6850)  0.3722
H (1.4273, -4.2429, 0.7607)  0.3609
H (2.6922, 1.4619, 3.2075)  0.3722
H (4.4446, -3.5012, 2.8434)  0.4897
H (3.5272, -4.2486, 1.5650)  0.4202
H (2.6450, -4.0730, 4.5000)  0.3142
H (3.2341, -5.5282, 3.6858)  0.3810
H (1.6903, -4.8047, 3.2169)  0.2242
H (4.4783, -1.6857, 4.2219)  0.4444
H (3.7538, -0.1185, 4.4697)  0.4635
H (5.6678, -0.8487, 2.1839)  0.3163
H (6.0861, 0.1178, 3.6064)  0.3908
H (4.9504, 0.7406, 2.4027)  0.1163
H (-2.1070, -5.2807, -3.0152)  0.3702
H (-2.6650, -3.7294, -3.5889)  0.4051
H (-3.8471, -5.2856, -1.2231)  0.2511
H (-4.5893, -5.1079, -2.8175)  0.3916
H (-4.4192, -3.7094, -1.7494)  0.1919
H (0.9103, -5.6575, -0.8846)  0.4070
H (-0.4741, -6.1423, -1.8278)  0.3889
H (-0.4658, -5.8765, 1.2296)  0.2168
H (-0.3961, -7.3992, 0.3332)  0.3924
H (-1.8426, -6.3857, 0.2606)  0.2544
H (-4.2359, -0.1494, -3.9632)  0.4128
H (-4.9621, 1.4259, -3.7757)  0.3828
H (-5.5893, -0.9959, -1.9984)  0.2025
H (-6.6243, -0.3768, -3.2915)  0.3894
H (-6.3260, 0.5932, -1.8437)  0.2430
O (2.9252, -1.4115, -1.5952)  -0.4440
S (3.0134, -0.4030, -2.6910)  0.0552
C (3.6390, 1.1388, -1.9474)  -0.9578
C (2.4407, 1.8445, -1.3351)  0.2279
C (1.3413, 1.7500, -2.3866)  -0.6168
C (1.3261, 0.3007, -2.8592)  0.4092
H (4.1014, 1.7257, -2.7455)  0.4394
H (4.4062, 0.8346, -1.2358)  0.4245
H (2.6663, 2.8770, -1.0606)  0.5853
H (2.1346, 1.3132, -0.4346)  -0.2896
H (1.5734, 2.4207, -3.2194)  0.4579
H (0.3643, 2.0318, -1.9898)  -0.0827
H (0.9546, 0.1562, -3.8722)  0.6304
H (0.7655, -0.3356, -2.1687)  -0.7514


[3]
ORCA calculation (ωB97M-V/def2-TZVPD) on the molecule C3H6N4O.

Properties
Highest occupied orbital energy ... -8.78 eV
ΔE to the lowest compared entry with this formula, charge and spin ... 547.1 kJ/mol
HOMO-LUMO gap ... 0.34900 Eh
Structure (SMILES) ... NNC1=NCC=NO1
Lowest unoccupied orbital energy ... 0.713 eV
Energy ... -11211.106 eV

Each line ends with the Mulliken charge.
Atoms and positions in Å:
N (-2.9157, -0.2894, 0.2496)  -0.5708
N (-1.7822, 0.5076, -0.2586)  -0.1963
C (-0.4592, 0.2686, -0.1670)  0.6681
N (0.3852, 1.2402, -0.2102)  -0.6417
C (1.6833, 0.9260, 0.2680)  -0.3084
C (2.1339, -0.4060, -0.0564)  -0.0237
N (1.3460, -1.3791, -0.0873)  -0.3722
O (0.0321, -0.8878, -0.0149)  -0.2824
H (-3.0453, -0.9475, -0.4658)  0.2836
H (-2.5062, -0.9227, 0.9986)  0.2794
H (-1.6710, 1.5107, 0.2112)  0.3662
H (1.8557, 0.8957, 1.3381)  0.2416
H (2.4088, 1.8605, -0.0583)  0.2696
H (3.3205, -0.5806, -0.0268)  0.2869